Record 1
DFT (ωB97M-V with the def2-TZVPD basis set) results for a cluster of 2 separate species, C2HFO3 in total at a distorted geometry.

Positions of all 7 atoms, in Å:
1 O -2.548 1.101 -1.183
2 C -1.470 0.782 -0.989
3 O -0.384 0.453 -0.818
4 O 1.281 0.403 1.464
5 C 1.150 -0.502 0.732
6 F 0.251 -1.481 0.966
7 H 1.720 -0.755 -0.172

Results
Highest occupied orbital energy: -11.78 eV
Orbital gap: 12.25 eV
SMILES: O=C=O.O=CF
Molar mass: 92.03 u

Record 2
DFT (ωB97M-V with the def2-TZVPD basis set) results for a structure of composition C2HI5 at a distorted geometry.

Positions of all 8 atoms, in Å:
1 C -0.915 -0.228 0.164
2 C -1.372 1.160 -1.870
3 I -2.791 -0.892 0.594
4 I -0.069 1.240 1.373
5 I -0.892 -0.416 -3.342
6 I -3.283 1.875 -1.807
7 I 0.066 2.635 -1.746
8 H -0.084 -0.998 0.075

Results
Highest occupied orbital energy (alpha / beta): -8.31 / -8.31 eV
Orbital gap (alpha / beta): 7.01 / 6.94 eV
Molar mass: 659.55 u

Record 3
DFT (ωB97M-V with the def2-TZVPD basis set) results for a cluster of 2 separate species, C2HIN2O2 in total at a distorted geometry.

Positions of all 8 atoms, in Å:
1 C 0.141 -0.357 1.398
2 C -0.482 -0.085 0.204
3 N 0.588 -0.509 2.455
4 N -0.071 0.992 -0.643
5 O 0.750 1.701 -0.098
6 O -0.429 1.008 -1.813
7 I -1.973 -1.518 -0.291
8 H 1.476 -1.230 -1.212

Results
Highest occupied orbital energy (alpha / beta): -11.00 / -10.14 eV
Orbital gap (alpha / beta): 7.72 / 9.20 eV
Molar mass: 211.95 u

Record 4
DFT (ωB97M-V with the def2-TZVPD basis set) results for the molecule C2HIN2O2 at a distorted geometry.

Positions of all 8 atoms, in Å:
1 C -0.159 1.237 -0.767
2 C 0.214 0.051 -0.054
3 N -0.525 2.088 -1.477
4 N -0.394 -0.138 1.254
5 O -1.346 0.615 1.580
6 O -0.024 -1.086 1.895
7 I 1.691 -1.153 -0.547
8 H 0.543 -1.612 -1.883

Results
Highest occupied orbital energy (alpha / beta): -9.13 / -9.13 eV
Orbital gap (alpha / beta): 6.79 / 6.79 eV
Molar mass: 211.95 u

Record 5
DFT (ωB97M-V with the def2-TZVPD basis set) results for a cluster of 2 separate species, C2HIN2O2 in total at a distorted geometry.

Positions of all 8 atoms, in Å:
1 C 1.094 1.024 -0.135
2 C 0.315 -0.067 0.224
3 N 1.949 1.786 -0.160
4 N -1.110 0.100 0.228
5 O -1.531 1.026 -0.440
6 O -1.809 -0.791 0.689
7 I 1.142 -1.510 1.533
8 H -0.050 -1.568 -1.939

Results
Highest occupied orbital energy (alpha / beta): -10.25 / -10.89 eV
Orbital gap (alpha / beta): 9.19 / 7.55 eV
Molar mass: 211.95 u

Record 6
DFT (ωB97M-V with the def2-TZVPD basis set) results for the ion C2HIN3 with charge +1 at a distorted geometry.

Positions of all 7 atoms, in Å:
1 C -0.478 -0.368 -0.031
2 C -1.766 -0.243 0.027
3 N 0.302 -1.592 0.001
4 N -1.030 -3.520 0.008
5 N -0.407 -2.612 -0.014
6 I -3.669 0.247 0.001
7 H 0.190 0.452 -0.142

Results
Highest occupied orbital energy: -14.47 eV
Orbital gap: 6.72 eV
Net charge: +1
Molar mass: 193.96 u

- Which formula does entry 1 have?
  C2HFO3

- Among the records above, which one has the lowest molar mass?
  C2HFO3

- Which value of molar mass does entry 2 give?
  659.55 u